No. 1
{
  "formula": "C15H30Cl20F4GaOS",
  "method": "ωB97M-V/def2-TZVPD",
  "symbols": ["C", "C", "O", "C", "Ga", "S", "C", "F", "F", "C", "F", "F", "H", "H", "H", "H", "H", "H", "H", "H", "H", "H", "C", "Cl", "Cl", "H", "H", "C", "Cl", "Cl", "H", "H", "C", "Cl", "Cl", "H", "H", "C", "Cl", "Cl", "H", "H", "C", "Cl", "Cl", "H", "H", "C", "Cl", "Cl", "H", "H", "C", "Cl", "Cl", "H", "H", "C", "Cl", "Cl", "H", "H", "C", "Cl", "Cl", "H", "H", "C", "Cl", "Cl", "H", "H"],
  "xyz": [[2.0404, 2.4819, -3.9815], [1.8698, 3.6836, -3.0361], [3.2115, 4.1992, -2.7438], [1.1425, 3.3255, -1.7580], [-0.7827, 2.7942, -1.9783], [-1.1281, 0.5285, -2.3454], [-1.6410, 3.9248, -3.4950], [-1.0895, 3.7435, -4.7591], [-1.3909, 5.2732, -3.1877], [-3.1420, 3.8057, -3.6946], [-3.7767, 3.7376, -2.5044], [-3.6682, 4.8943, -4.3372], [1.5674, 1.5810, -3.5847], [3.1086, 2.3019, -4.1288], [1.6137, 2.6940, -4.9670], [1.3448, 4.4905, -3.5614], [3.2132, 5.1436, -2.9274], [1.7204, 2.5667, -1.2146], [1.1280, 4.2177, -1.1146], [-1.5680, 3.1214, -0.6443], [-0.5767, 0.2588, -3.5310], [-3.3839, 2.9293, -4.3001], [-3.1264, -0.8472, -5.4981], [-1.4330, -0.6689, -5.9586], [-4.0477, 0.6505, -5.6819], [-3.5766, -1.5899, -6.1457], [-3.1606, -1.1478, -4.4572], [-1.3685, -1.2373, 1.0950], [0.3872, -1.0900, 0.8796], [-2.1958, 0.3101, 1.0021], [-1.7536, -1.8748, 0.3083], [-1.5412, -1.6733, 2.0729], [-2.2582, 6.4979, -0.3832], [-2.8691, 5.4382, 0.8821], [-1.3413, 7.8755, 0.2704], [-1.6037, 5.9193, -1.0227], [-3.0980, 6.8895, -0.9430], [3.1237, -1.7655, 3.0718], [2.4100, -3.0634, 4.0467], [3.9637, -0.5717, 4.0659], [3.8457, -2.2074, 2.3954], [2.3227, -1.2779, 2.5304], [-3.1047, -4.3929, -1.7212], [-2.6101, -2.7465, -2.1136], [-2.6639, -4.8103, -0.0551], [-4.1825, -4.4632, -1.8141], [-2.6076, -5.0876, -2.3884], [-6.2375, -3.7041, 2.0914], [-4.6184, -3.0241, 2.1460], [-6.4137, -4.9703, 0.8598], [-6.4566, -4.1441, 3.0577], [-6.9367, -2.9102, 1.8584], [0.8481, -4.4235, -1.0681], [2.1432, -4.0561, 0.0729], [1.2231, -3.9181, -2.7196], [0.6878, -5.4949, -1.0669], [-0.0395, -3.8937, -0.7443], [-3.0604, -3.9176, 5.9194], [-4.6052, -3.1761, 5.4798], [-1.7109, -3.2666, 4.9838], [-2.8756, -3.7229, 6.9685], [-3.1279, -4.9811, 5.7255], [7.5886, -1.6906, 3.3149], [9.1490, -0.8492, 3.2368], [6.5845, -1.3797, 1.9002], [7.7803, -2.7548, 3.3794], [7.0697, -1.3299, 4.1949], [7.2677, 0.6177, 6.8116], [6.0009, 1.7266, 6.2882], [6.8053, -1.0774, 6.5786], [8.1574, 0.8047, 6.2217], [7.4543, 0.7734, 7.8668]],
  "forces_ev_per_a": [[0.0578, 0.2012, -0.1672], [0.3082, -0.0526, -0.0092], [-0.0605, 0.0891, -0.1218], [0.1473, 0.3714, -0.1917], [0.1460, 0.0312, 0.2305], [-0.3395, -0.3376, 0.0716], [0.0856, 0.0694, 0.1054], [-0.0328, 0.0543, 0.0507], [0.0219, -0.0988, -0.0730], [0.1117, -0.1206, -0.4401], [-0.1595, -0.0440, 0.3617], [0.0009, 0.1956, -0.1825], [0.0574, 0.0531, -0.0219], [-0.1081, -0.0831, 0.1031], [-0.0436, -0.0835, 0.1105], [-0.0934, -0.1496, 0.0733], [-0.0514, -0.1372, 0.1035], [-0.1536, -0.0414, -0.1067], [-0.0157, -0.1050, -0.0339], [-0.1173, -0.0865, -0.0241], [0.1593, 0.2389, -0.0842], [0.0609, -0.0502, 0.2026], [-0.0061, -0.0757, 0.0875], [0.0210, -0.0157, -0.1590], [-0.0225, -0.0073, -0.0463], [0.0139, -0.0142, 0.0054], [0.0138, 0.1074, 0.0296], [-0.0786, -0.0421, 0.0613], [-0.1064, 0.0115, -0.0873], [-0.0122, 0.0613, 0.0923], [0.0690, 0.0299, -0.0457], [-0.0078, 0.0151, 0.0133], [0.0309, -0.1055, -0.1088], [-0.0944, 0.0673, 0.1596], [-0.0152, -0.0021, -0.0039], [0.0298, 0.0087, 0.0232], [0.0000, 0.0121, 0.0059], [0.0042, -0.0284, -0.0842], [-0.0078, -0.0154, 0.0018], [-0.0452, 0.0382, 0.1083], [0.0083, -0.0090, 0.0158], [0.0210, 0.0295, 0.0825], [-0.0602, 0.0615, -0.0333], [0.0644, 0.0485, -0.0512], [0.0623, -0.1840, -0.0305], [-0.0050, -0.0172, 0.0641], [0.0384, 0.0337, -0.0017], [-0.0427, 0.0542, 0.0895], [0.0013, 0.1000, -0.1985], [0.0056, -0.0086, -0.0066], [0.0152, -0.0298, -0.0091], [0.0059, -0.0058, -0.0447], [-0.1097, 0.0801, -0.0168], [0.1704, -0.1098, 0.0219], [0.0057, -0.0154, 0.0113], [0.0135, -0.0034, 0.0143], [0.0087, 0.0589, -0.0177], [0.0430, -0.0347, -0.0429], [-0.0493, -0.0068, 0.2550], [0.0114, -0.0063, 0.0010], [-0.0016, 0.0363, -0.0044], [-0.0078, 0.0026, -0.0236], [-0.0913, 0.0393, 0.0471], [0.0202, 0.0018, 0.0139], [0.1138, -0.0380, -0.1509], [0.0297, -0.0004, -0.0332], [-0.0247, -0.0542, -0.2126], [0.0524, 0.0125, -0.0505], [-0.0041, 0.0124, -0.0032], [-0.0240, 0.0041, 0.3216], [-0.0123, -0.0036, -0.0235], [-0.0266, -0.0078, 0.0077]],
  "lowdin_charge": [-0.057, -0.496, -0.091, -0.246, 0.214, 0.262, -0.445, -0.006, -0.028, -0.373, 0.043, 0.042, 0.047, 0.071, 0.071, 0.117, 0.068, 0.064, 0.050, -0.053, -0.305, 0.100, -1.023, 0.516, 0.533, 0.017, -0.031, -1.030, 0.543, 0.525, -0.054, -0.001, -1.028, 0.498, 0.473, -0.009, 0.027, -1.043, 0.484, 0.496, -0.014, -0.053, -0.977, 0.557, 0.502, 0.017, 0.026, -1.019, 0.492, 0.492, 0.009, 0.027, -1.051, 0.500, 0.511, 0.021, -0.041, -1.016, 0.495, 0.513, 0.021, 0.023, -1.041, 0.491, 0.530, 0.029, -0.084, -0.998, 0.518, 0.537, 0.019, 0.022],
  "gap_ev": 6.96,
  "e_lumo_ev": 1.8,
  "total_energy_ha": -12591.11007,
  "charge": -1,
  "multiplicity": 1
}

***

No. 2
{
  "formula": "C4H14NO2S",
  "method": "ωB97M-V/def2-TZVPD",
  "symbols": ["C", "O", "C", "C", "C", "S", "N", "H", "H", "H", "H", "H", "H", "H", "H", "H", "H", "H", "H", "H", "H", "O"],
  "xyz": [[1.5158, 0.7505, 0.0702], [2.5973, 0.0180, -0.0504], [0.6418, 0.6415, -1.2619], [-0.6462, 1.3623, -1.2175], [-1.9424, 0.6111, -0.7681], [-1.9011, -0.3597, 0.8026], [0.5005, -0.8577, -1.2620], [3.5028, 3.5400, -0.3091], [0.8427, 0.6403, 0.9478], [1.6097, 1.8790, 0.0899], [1.4899, 0.7126, -2.0213], [-0.7789, 1.8653, -2.1290], [-0.5716, 2.1078, -0.1693], [-2.0242, -0.1021, -1.5702], [-2.7365, 1.3840, -0.6858], [3.0511, 2.9630, -0.6388], [1.4333, -1.2019, -1.0185], [-0.2591, -1.1489, -0.6538], [-1.1882, -2.4332, 0.3036], [0.4754, -2.1412, 3.1500], [-0.3555, -1.7292, 1.8557], [0.5289, -1.8641, 2.2884]],
  "forces_ev_per_a": [[4.4754, -0.2918, 5.3601], [-2.3713, 2.6873, 0.3241], [-0.4093, -5.8196, -4.6619], [-0.0821, 1.8742, 5.8796], [1.4325, -0.4490, -0.7005], [0.5415, -1.9167, -0.9539], [0.5401, 4.4880, 0.6543], [-1.0574, -1.3137, -0.7353], [-0.0077, -1.4271, -0.4939], [0.5891, -0.4011, -1.3985], [-1.4947, 1.3377, 0.7161], [-0.3716, 1.1630, -1.0004], [0.1696, -1.1921, -3.5631], [-1.3852, -0.3353, -0.2906], [0.2211, -0.9472, -0.1759], [1.1342, 1.3868, 0.6819], [-0.8001, -0.9048, -0.2578], [-0.1300, -0.8515, -0.0796], [-1.2636, 2.9347, 0.5200], [-0.6857, -1.0861, 3.2043], [1.3508, -0.3616, 1.4765], [-0.3958, 1.4259, -4.5058]],
  "lowdin_charge": [-0.274, 0.074, -0.228, -0.176, -0.526, 0.736, 0.215, 0.083, 0.117, 0.121, 0.198, 0.116, 0.213, 0.068, 0.101, 0.027, 0.123, -0.046, 0.247, -0.004, -0.114, -0.073],
  "de_lowest_ev": 12.124,
  "gap_ev": 5.05,
  "e_lumo_ev": -8.9,
  "total_energy_ha": -763.54966,
  "charge": 1,
  "multiplicity": 1
}